# 1
{
  "formula": "C58H49BrLaN4O2P2S2",
  "method": "ωB97M-V/def2-TZVPD",
  "species": ["La", "Br", "S", "S", "P", "P", "O", "O", "N", "N", "N", "N", "C", "C", "C", "C", "C", "C", "C", "C", "C", "C", "C", "C", "C", "C", "C", "C", "C", "C", "C", "C", "C", "C", "C", "C", "C", "C", "C", "C", "C", "C", "C", "C", "C", "C", "C", "C", "C", "C", "C", "C", "C", "C", "C", "C", "C", "C", "C", "C", "C", "C", "C", "C", "C", "C", "C", "C", "C", "C", "H", "H", "H", "H", "H", "H", "H", "H", "H", "H", "H", "H", "H", "H", "H", "H", "H", "H", "H", "H", "H", "H", "H", "H", "H", "H", "H", "H", "H", "H", "H", "H", "H", "H", "H", "H", "H", "H", "H", "H", "H", "H", "H", "H", "H", "H", "H", "H", "H"],
  "coordinates": [[-0.40, 1.07, -0.84], [-0.48, 3.57, -7.47], [1.54, -0.91, 0.51], [2.15, 3.64, -1.83], [-1.26, 0.08, 2.14], [-0.04, -1.53, -2.56], [1.48, 4.67, -2.58], [0.73, -1.88, 1.27], [-1.80, 4.18, -0.41], [-0.84, 3.43, 0.18], [-1.08, 1.12, -3.65], [1.58, 2.52, -1.10], [0.68, 3.66, 2.03], [5.18, -2.90, -1.37], [2.38, 0.65, 4.11], [4.11, -2.49, -2.20], [0.21, 1.00, -4.28], [-3.79, -3.24, 3.86], [-1.12, 5.36, 1.28], [4.47, -2.66, -3.57], [-1.97, 1.98, -4.15], [4.31, 1.09, 2.80], [2.17, -2.03, -3.99], [-3.59, -1.05, 3.01], [3.47, -2.32, -4.45], [-2.03, -4.26, -0.11], [-3.18, -3.50, 0.14], [0.49, 1.94, -5.21], [-2.44, -3.50, 3.59], [-2.87, -2.72, -5.16], [-0.24, 0.11, 4.60], [-0.79, -2.47, -3.98], [-2.51, 1.37, 2.59], [1.78, -1.94, -2.69], [-4.37, -2.02, 3.58], [-2.13, -1.70, -1.01], [-4.18, 2.74, 1.52], [5.84, -3.25, -3.68], [-3.28, 6.18, 0.07], [3.75, 1.01, 4.05], [0.18, 0.10, 3.30], [-4.07, 3.64, 2.54], [3.59, 0.66, 1.68], [2.96, -1.68, -0.32], [-0.55, 2.88, -5.71], [-3.37, 1.60, 1.53], [-2.57, 2.18, 3.72], [0.60, 0.39, 5.68], [-3.36, 3.30, 3.70], [-1.67, -2.52, 2.99], [-1.64, 3.06, -4.97], [-1.06, -4.25, -5.57], [4.26, 1.28, 5.42], [-2.36, -3.83, -5.82], [1.92, 0.69, 5.45], [2.88, -2.00, -1.72], [5.14, -2.69, 0.00], [4.03, -2.00, 0.49], [-1.00, -2.45, -1.27], [-0.29, -3.59, -4.63], [-0.94, -3.74, -0.75], [1.60, 0.29, 3.02], [3.04, 1.03, 6.36], [2.33, 0.13, 1.80], [6.31, -3.40, -2.20], [-2.07, 5.33, 0.28], [-2.27, -1.30, 2.73], [-3.21, -2.20, -0.31], [-0.38, 4.17, 1.17], [-2.09, -2.04, -4.24], [3.63, -2.36, -5.52], [-2.27, -0.69, -1.44], [4.64, 2.30, 5.53], [0.22, 0.41, 6.69], [-0.06, -4.34, -0.94], [-2.48, -1.19, -3.69], [4.05, 0.64, 0.69], [0.83, 2.54, 1.94], [-4.16, 5.56, -0.08], [-2.48, 1.53, -1.23], [-1.99, 1.99, 4.62], [-3.40, 0.91, 0.69], [-3.45, 6.81, 0.94], [1.62, 4.15, 1.79], [-4.65, 4.57, 2.53], [-4.04, -0.10, 2.82], [6.57, -4.43, -1.98], [-0.66, -5.13, -6.07], [0.48, 3.85, 3.09], [-0.62, -2.64, 2.77], [-3.90, -2.42, -5.34], [-2.44, 3.75, -1.07], [-2.00, -5.30, 0.20], [1.40, -1.83, -4.72], [7.22, -2.80, -2.03], [3.94, -1.77, 1.55], [-5.41, -1.86, 3.83], [-4.84, 2.90, 0.66], [5.11, 0.62, 5.61], [-0.93, 6.15, 1.98], [5.33, 1.40, 2.68], [-4.01, -3.93, 0.69], [1.45, 2.06, -5.73], [-2.95, -4.36, -6.56], [-3.32, 3.96, 4.55], [0.71, -3.96, -4.40], [-2.30, 3.91, -5.03], [-2.00, -4.47, 3.82], [-4.05, -1.55, -0.10], [-1.29, -0.11, 4.70], [-2.90, 1.93, -3.57], [5.76, -4.20, -4.22], [6.49, -2.60, -4.27], [-4.39, -4.02, 4.33], [3.27, 0.21, 7.04], [0.85, 0.20, -3.95], [-3.20, 6.82, -0.80], [5.94, -3.04, 0.64], [2.80, 1.90, 6.98]],
  "total_charge": 1,
  "fmax_ha_per_bohr": 0.07618,
  "homo_ev": -10.153
}

# 2
{
  "formula": "C58H50BrCl2N3O8Si2",
  "method": "ωB97M-V/def2-TZVPD",
  "species": ["Br", "Cl", "Cl", "Si", "Si", "O", "O", "O", "O", "O", "O", "O", "O", "N", "N", "N", "C", "C", "C", "C", "C", "C", "C", "C", "C", "C", "C", "C", "C", "C", "C", "C", "C", "C", "C", "C", "C", "C", "C", "C", "C", "C", "C", "C", "C", "C", "C", "C", "C", "C", "C", "C", "C", "C", "C", "C", "C", "C", "C", "C", "C", "C", "C", "C", "C", "C", "C", "C", "C", "C", "C", "C", "C", "C", "H", "H", "H", "H", "H", "H", "H", "H", "H", "H", "H", "H", "H", "H", "H", "H", "H", "H", "H", "H", "H", "H", "H", "H", "H", "H", "H", "H", "H", "H", "H", "H", "H", "H", "H", "H", "H", "H", "H", "H", "H", "H", "H", "H", "H", "H", "H", "H", "H", "H"],
  "coordinates": [[1.01, -5.48, -0.13], [-0.73, -2.00, -2.45], [1.47, 1.53, -1.28], [2.42, -1.44, -2.19], [2.78, -2.22, 0.57], [10.58, 1.56, 0.87], [-6.57, 8.23, 2.49], [-8.01, -4.24, 1.03], [3.20, -1.22, -0.72], [7.61, -0.65, -2.99], [-7.71, 4.44, -1.10], [-5.36, 0.37, 1.63], [1.36, -2.86, -6.52], [0.44, -1.96, 3.31], [4.32, -1.77, 4.41], [3.19, -0.33, -3.34], [0.90, -2.20, 0.93], [3.78, -2.17, 3.25], [-6.26, 6.00, 1.80], [-8.96, 6.92, -1.42], [-4.07, -4.02, -0.36], [3.60, -1.44, 2.08], [4.61, 0.36, 3.24], [4.05, -0.10, 2.05], [9.02, -0.10, 0.29], [-6.58, 5.00, 0.88], [-9.28, 9.14, -0.56], [9.93, 1.04, -0.01], [-10.05, -0.98, 2.66], [-5.32, -1.84, 0.82], [2.57, -5.12, 1.00], [-8.02, 0.30, 2.47], [8.23, -0.66, -0.72], [-4.02, -1.72, 0.35], [-9.35, 0.21, 2.85], [-6.05, 3.72, 1.03], [-4.86, 4.45, 2.99], [-9.42, -2.08, 2.11], [-5.37, -4.15, 0.10], [-5.97, -0.67, 1.46], [-8.09, 6.64, -0.37], [-6.85, 7.36, 1.69], [9.27, 0.93, -2.43], [9.40, 1.37, -3.74], [8.31, -0.16, -2.12], [10.91, 2.55, -1.72], [-7.39, -0.80, 1.90], [8.95, -0.60, 1.58], [10.29, 2.39, -4.04], [0.53, -2.72, 2.29], [0.26, 0.34, -1.70], [-5.20, 3.45, 2.08], [-7.48, 5.29, -0.27], [3.47, -3.99, 0.46], [4.69, -0.48, 4.34], [-6.00, -3.05, 0.68], [-7.80, 7.63, 0.57], [7.29, -2.19, 0.88], [-8.08, -1.99, 1.72], [0.59, -0.89, -2.10], [-8.41, 8.87, 0.48], [-3.39, -2.81, -0.24], [2.63, -3.17, -2.94], [2.62, -3.13, -4.50], [-7.41, -3.19, 1.14], [-1.18, 0.80, -1.57], [-5.39, 5.72, 2.85], [10.03, 1.52, -1.41], [7.36, -1.70, -0.41], [1.29, -2.69, -5.10], [-9.55, 8.17, -1.51], [3.41, -6.44, 1.02], [8.09, -1.64, 1.88], [11.03, 2.99, -3.03], [4.99, 1.38, 3.32], [9.58, -0.17, 2.36], [-11.09, -1.04, 2.96], [3.45, -3.22, 3.23], [6.61, -3.00, 1.11], [-4.19, 4.23, 3.81], [-9.84, 1.07, 3.29], [3.40, -2.46, -4.89], [0.64, -1.13, 0.91], [-5.89, -5.09, 0.01], [10.39, 2.73, -5.06], [4.17, -6.42, 1.80], [1.06, -1.63, -4.90], [11.49, 3.01, -0.93], [-7.48, 1.23, 2.61], [-9.17, 6.16, -2.16], [-1.26, 1.83, -1.23], [-5.14, 6.50, 3.56], [1.86, -3.88, -2.64], [-4.80, 2.45, 2.20], [4.38, -4.01, 1.08], [-1.73, 0.60, -2.49], [-3.50, -0.78, 0.44], [-9.76, 10.11, -0.63], [-6.31, 2.95, 0.32], [3.83, -6.56, 0.01], [2.84, -4.13, -4.89], [0.16, -2.54, 4.11], [0.33, -2.68, 0.13], [3.54, 0.45, -2.78], [-2.38, -2.71, -0.62], [-8.19, 9.63, 1.22], [-9.96, -3.00, 1.96], [5.11, -0.07, 5.26], [0.33, -3.80, 2.41], [-10.23, 8.38, -2.33], [0.46, -3.29, -4.69], [-1.63, 0.16, -0.80], [8.04, -2.04, 2.89], [4.04, -0.81, -3.65], [3.65, -3.49, -2.67], [6.73, -2.12, -1.19], [-3.57, -4.87, -0.81], [11.72, 3.79, -3.26], [8.82, 0.90, -4.52], [3.79, -4.29, -0.55], [0.46, -2.84, -6.87], [3.93, 0.49, 1.14], [2.26, -4.96, 2.04], [2.69, -7.26, 1.15]],
  "total_charge": 0,
  "fmax_ha_per_bohr": 0.03634,
  "homo_ev": -9.530
}